Molecular formula: C3H7LuO2
Method: DFT, ωB97M-V/def2-TZVPD

```
13
Properties=species:S:1:pos:R:3:nbo_charge:R:1
O -1.787 0.680 0.214 -1.012
C -0.749 1.584 0.131 -0.085
C 0.284 1.224 -0.927 -0.143
O 1.138 0.248 -0.363 -0.562
C 2.310 0.001 -1.105 -0.258
Lu -1.954 -1.345 -0.307 1.712
H -0.274 1.726 1.124 0.209
H -1.148 2.583 -0.141 0.192
H 0.685 2.187 -1.282 0.201
H 0.150 0.882 -1.972 0.178
H 2.120 -0.124 -2.184 0.164
H 2.958 0.889 -1.031 0.197
H 2.680 -0.977 -0.774 0.205
```

Computed properties:
HOMO (spin up / spin down): -12.48 / -13.41 eV
LUMO energy (spin up / spin down): -4.69 / -6.41 eV
charge: +1
expectation value of S²: 0.75
multiplicity: 2
HOMO-LUMO gap (spin up / spin down): 7.787 / 6.992 eV